Here is a single C15H12N2O6 molecule from the OMol25 dataset. Energies are from ωB97M-V with the def2-TZVPD basis set.

The geometry in XYZ format:
```
35
Properties=species:S:1:pos:R:3:lowdin_charge:R:1
O 1.49 1.34 0.69 0.098
C 0.95 0.39 0.16 -0.430
N 1.66 -0.49 -0.58 0.130
C 1.30 -1.68 -1.23 -0.243
C 0.14 -1.79 -1.99 -0.033
C -0.20 -2.97 -2.63 0.021
C 0.66 -4.03 -2.50 -0.207
C 1.84 -3.93 -1.76 -0.198
C 2.18 -2.77 -1.11 0.076
H 3.09 -2.69 -0.54 0.130
O 2.51 -5.11 -1.80 0.044
C 1.72 -5.98 -2.59 -0.148
O 0.57 -5.29 -3.03 0.040
H 1.43 -6.86 -2.00 0.142
H 2.30 -6.31 -3.47 0.142
H -1.10 -3.05 -3.22 0.122
H -0.50 -0.93 -2.11 0.108
H 2.66 -0.32 -0.53 0.159
C -0.55 0.11 0.34 -0.097
O -1.01 0.62 1.57 -0.010
C -1.15 1.96 1.74 -0.252
C -1.02 2.92 0.74 0.001
C -1.24 4.25 1.03 0.020
C -1.59 4.63 2.32 -0.164
C -1.72 3.68 3.33 0.013
C -1.51 2.35 3.04 0.019
H -1.60 1.59 3.79 0.123
H -1.99 3.99 4.33 0.121
N -1.81 6.01 2.62 -0.369
O -1.70 6.82 1.72 0.071
O -2.11 6.31 3.76 0.072
H -1.13 5.01 0.28 0.122
H -0.73 2.66 -0.26 0.112
H -0.72 -0.97 0.40 0.137
H -1.12 0.52 -0.50 0.129
```

Properties
LUMO level, eV: -0.07
Frontier orbital gap, eV: 8.421
HOMO energy, eV: -8.5
E, hartree: -1139.6526
Molecular weight, g mol⁻¹: 316.27
Total charge: 0
Energy relative to the best compared isomer or geometry (same formula, charge and spin), kcal per mole: 0.0